Record 1
170
Properties=species:S:1:pos:R:3:lowdin_charge:R:1 method="wB97M-V/def2-TZVPD" e_homo_ev=-10.0 molar_mass_g_mol=1506.59 e_tot_ev=-221231.3096 total_charge=+1
C 2.581 -1.296 -1.513 -0.062
C 1.915 -1.895 -0.268 -0.540
C 2.341 -1.110 0.997 -0.047
C 2.522 -3.316 -0.106 -0.066
C 0.379 -2.104 -0.369 -0.101
C -0.486 -0.961 -0.934 -0.448
C -1.933 -1.235 -0.444 -0.022
C -0.109 0.432 -0.410 -0.028
C -0.571 -0.916 -2.462 -0.156
C -0.014 -1.863 -3.315 -0.025
C -0.090 -1.731 -4.698 -0.004
C -0.731 -0.643 -5.279 -0.295
O -0.690 -0.584 -6.664 -0.046
C 0.099 0.540 -7.062 -0.147
C 1.496 0.515 -6.482 -0.184
O 2.136 -0.716 -6.764 -0.131
C 3.232 -0.928 -5.898 -0.197
C 4.287 -1.765 -6.614 -0.077
C 4.272 -3.253 -6.209 -0.370
C 2.789 -3.689 -6.109 -0.085
C 2.466 -5.160 -6.383 -0.208
F 1.110 -5.218 -6.632 -0.017
N 5.034 -3.995 -7.293 0.118
C 6.467 -3.545 -7.396 -0.068
C 7.178 -3.635 -6.051 -0.144
N 6.407 -2.880 -5.072 -0.147
C 7.116 -2.684 -3.812 -0.127
C 8.075 -1.492 -3.952 -0.289
C 7.373 -0.076 -4.297 0.029
O 8.226 -1.059 -5.202 -0.092
C 5.084 -3.460 -4.909 -0.324
P 5.105 -5.208 -4.255 0.778
O 6.394 -5.600 -3.652 -0.397
C -1.341 0.288 -4.447 0.016
C -1.262 0.153 -3.063 0.007
H 2.083 -0.419 -1.917 0.072
H 2.566 -2.057 -2.303 0.052
H 3.637 -1.081 -1.339 0.082
H 1.578 -1.111 1.773 0.047
H 2.485 -0.068 0.702 0.078
H 3.298 -1.487 1.355 0.081
H 2.359 -3.621 0.930 0.085
H 3.600 -3.310 -0.271 0.075
H 2.000 -4.042 -0.731 0.072
H 0.200 -2.984 -0.986 0.104
H 0.031 -2.320 0.637 0.103
H -2.615 -0.429 -0.699 0.088
H -2.276 -2.187 -0.849 0.046
H -1.886 -1.363 0.640 0.087
H 0.711 0.914 -0.941 0.088
H 0.139 0.405 0.651 0.087
H -0.965 1.100 -0.488 0.063
H 0.513 -2.705 -2.890 0.096
H 0.370 -2.465 -5.347 0.100
H -0.400 1.478 -6.824 0.112
H 0.213 0.465 -8.143 0.134
H 1.502 0.774 -5.421 0.133
H 2.048 1.305 -7.010 0.139
H 2.892 -1.366 -4.953 0.116
H 3.670 0.048 -5.671 0.132
H 5.259 -1.303 -6.467 0.112
H 4.073 -1.706 -7.686 0.143
H 2.402 -3.394 -5.140 0.117
H 2.258 -3.154 -6.898 0.136
H 2.977 -5.542 -7.269 0.116
H 2.624 -5.796 -5.514 0.095
H 4.577 -3.795 -8.185 0.188
H 5.063 -5.000 -7.127 0.142
H 6.560 -2.569 -7.858 0.139
H 6.959 -4.258 -8.059 0.142
H 8.147 -3.176 -6.227 0.138
H 7.369 -4.677 -5.760 0.125
H 7.749 -3.547 -3.591 0.125
H 6.451 -2.451 -2.985 0.138
H 8.904 -1.451 -3.254 0.144
H 6.385 -0.561 -4.027 0.057
H 6.932 0.392 -5.178 0.109
H 4.560 -2.859 -4.160 0.131
H 4.008 -5.331 -3.379 0.039
H 4.812 -6.066 -5.349 0.020
H -1.870 1.114 -4.908 0.113
H -1.752 0.918 -2.479 0.111
C 0.358 -3.396 5.711 -0.146
C 0.040 -2.091 6.410 -0.169
O -0.193 -1.165 5.330 -0.174
S -0.850 -1.934 4.097 0.606
O -2.255 -1.751 4.123 -0.210
O -0.089 -1.644 2.932 -0.237
O -0.525 -3.423 4.578 -0.181
H 1.386 -3.415 5.344 0.134
H 0.184 -4.261 6.344 0.138
H 0.850 -1.743 7.036 0.121
H -0.869 -2.167 6.994 0.113
C 1.018 -1.419 11.987 -0.147
C 2.208 -0.826 11.262 -0.148
O 1.770 -0.721 9.895 -0.186
S 0.204 -0.414 9.860 0.596
O -0.002 0.977 9.695 -0.203
O -0.413 -1.363 8.996 -0.240
O -0.121 -0.795 11.373 -0.182
H 0.947 -2.496 11.827 0.136
H 1.030 -1.211 13.053 0.141
H 3.094 -1.449 11.327 0.138
H 2.441 0.177 11.624 0.138
C -4.057 4.070 -6.388 -0.150
C -3.826 4.935 -7.610 -0.152
O -2.651 5.698 -7.289 -0.191
S -1.684 4.823 -6.364 0.586
O -0.691 4.220 -7.179 -0.223
O -1.362 5.595 -5.221 -0.213
O -2.738 3.692 -5.958 -0.197
H -4.530 4.634 -5.582 0.137
H -4.648 3.185 -6.606 0.138
H -4.659 5.599 -7.821 0.139
H -3.609 4.330 -8.492 0.135
C -6.197 -5.182 -2.446 -0.159
C -5.217 -5.115 -3.599 -0.162
O -4.494 -3.897 -3.379 -0.186
S -4.354 -3.630 -1.805 0.599
O -3.090 -4.109 -1.375 -0.227
O -4.803 -2.317 -1.533 -0.204
O -5.462 -4.681 -1.322 -0.182
H -7.057 -4.530 -2.613 0.135
H -6.541 -6.193 -2.248 0.136
H -5.708 -5.091 -4.568 0.136
H -4.508 -5.945 -3.570 0.134
C -0.894 9.484 -6.121 -0.159
C -1.645 9.000 -4.901 -0.169
O -2.243 10.184 -4.355 -0.186
S -2.618 11.191 -5.543 0.600
O -3.988 11.030 -5.873 -0.220
O -2.067 12.460 -5.245 -0.213
O -1.745 10.488 -6.690 -0.187
H 0.054 9.951 -5.848 0.135
H -0.713 8.690 -6.840 0.132
H -0.994 8.533 -4.168 0.137
H -2.443 8.307 -5.173 0.124
C -3.812 -0.162 9.898 -0.159
C -5.065 0.684 9.884 -0.153
O -5.915 0.069 10.864 -0.181
S -5.022 -0.551 12.037 0.608
O -4.969 0.369 13.119 -0.227
O -5.407 -1.899 12.232 -0.203
O -3.616 -0.500 11.279 -0.187
H -3.949 -1.088 9.336 0.139
H -2.946 0.369 9.512 0.126
H -5.554 0.699 8.914 0.138
H -4.859 1.708 10.202 0.136
C -4.490 2.291 15.529 -0.166
C -5.848 2.952 15.569 -0.161
O -5.796 3.801 16.725 -0.189
S -4.305 4.351 16.924 0.596
O -4.208 5.648 16.359 -0.221
O -3.906 4.088 18.257 -0.217
O -3.575 3.322 15.938 -0.189
H -4.424 1.470 16.246 0.138
H -4.233 1.930 14.542 0.099
H -6.661 2.238 15.661 0.137
H -6.014 3.580 14.691 0.135
C -2.924 5.562 1.074 -0.158
C -2.406 4.347 1.814 -0.158
O -1.821 3.532 0.790 -0.198
S -1.198 4.466 -0.352 0.584
O 0.191 4.615 -0.117 -0.214
O -1.707 4.034 -1.604 -0.223
O -1.928 5.825 0.075 -0.186
H -3.869 5.351 0.570 0.134
H -3.042 6.427 1.720 0.137
H -3.191 3.799 2.327 0.137
H -1.623 4.615 2.527 0.135

---

Record 2
148
Properties=species:S:1:pos:R:3:lowdin_charge:R:1 method="wB97M-V/def2-TZVPD" e_homo_ev=-10.0 molar_mass_g_mol=1029.32 e_tot_ev=-125821.9880 total_charge=+1
C -2.266 -3.600 -6.429 -0.054
C -1.782 -2.292 -5.776 -0.261
O -0.710 -2.329 -4.845 -0.144
C -0.842 -2.464 -3.447 -0.367
P -2.654 -3.055 -3.131 0.868
N -3.734 -1.944 -3.379 -0.249
N 0.187 -3.570 -3.219 -0.033
C -0.168 -4.881 -3.878 -0.198
C 0.701 -5.202 -5.102 -0.062
C 0.888 -3.672 -1.875 -0.482
S 2.285 -4.875 -2.241 0.988
C 0.077 -4.387 -0.763 -0.225
C 0.488 -5.720 -0.121 -0.471
S -0.214 -7.206 -0.912 1.031
C 0.984 -7.766 -2.032 -0.734
N 0.753 -8.089 -3.243 0.035
N 1.921 -8.456 -3.838 0.070
C 2.830 -8.332 -2.930 -0.188
O 2.319 -7.912 -1.783 0.006
C 1.653 -2.337 -1.540 -0.224
C 2.196 -2.204 -0.103 -0.325
C 2.766 -3.437 0.605 -0.026
F 3.311 -1.380 -0.232 0.005
C 1.045 -1.049 -2.266 -0.371
S 2.095 -0.975 -3.858 0.978
C 1.450 0.343 -1.725 -0.218
C 1.595 1.443 -2.569 -0.093
C 1.954 2.683 -2.113 -0.097
N 2.205 3.001 -0.841 0.104
C 2.028 1.977 -0.022 -0.120
C 1.668 0.713 -0.407 -0.052
C -0.505 -1.145 -2.645 -0.265
C -1.343 -1.255 -1.324 -0.139
C -1.108 -0.319 -0.139 -0.187
F -1.181 1.022 -0.404 -0.005
C -1.080 0.142 -3.299 -0.108
C -1.141 0.611 -4.769 -0.129
C -0.087 0.461 -5.847 -0.246
F 0.759 1.560 -5.945 -0.051
H -2.551 -3.380 -7.457 0.092
H -3.173 -3.996 -5.971 0.064
H -1.509 -4.381 -6.484 0.064
H -1.393 -1.730 -6.626 0.118
H -2.673 -1.716 -5.526 0.097
H -2.754 -3.531 -1.805 0.031
H -2.948 -4.146 -3.958 0.021
H -4.255 -1.742 -2.534 -0.003
H 0.989 -3.304 -3.803 0.082
H -0.186 -5.718 -3.187 0.067
H -1.164 -4.901 -4.312 0.077
H 0.127 -5.799 -5.809 0.091
H 1.566 -5.805 -4.841 0.050
H 0.972 -4.292 -5.641 0.088
H 2.957 -4.172 -3.180 -0.045
H -0.941 -4.529 -1.137 0.080
H -0.049 -3.675 0.056 0.107
H -0.019 -5.742 0.847 0.082
H 1.528 -5.848 0.160 0.067
H 3.867 -8.535 -3.125 0.143
H 2.590 -2.481 -2.056 0.049
H 1.470 -1.791 0.601 0.121
H 1.968 -3.933 1.158 0.067
H 3.391 -4.091 0.010 0.056
H 3.423 -3.059 1.390 0.100
H 1.542 -1.834 -4.736 -0.110
H 1.395 1.391 -3.627 0.067
H 2.047 3.492 -2.828 0.123
H 2.185 2.170 1.036 0.122
H 1.557 -0.016 0.376 0.081
H -2.395 -1.059 -1.520 0.089
H -1.341 -2.251 -0.875 0.085
H -0.230 -0.633 0.423 0.086
H -1.929 -0.507 0.563 0.128
H -0.767 0.994 -2.701 0.105
H -2.138 0.135 -3.038 0.107
H -2.070 0.265 -5.221 0.098
H -1.326 1.688 -4.738 0.136
H 0.472 -0.466 -5.893 0.059
H -0.616 0.486 -6.808 0.120
C -5.837 6.182 2.811 -0.110
O -4.589 5.575 3.078 -0.194
C -4.626 4.547 4.050 -0.195
C -3.965 3.266 3.576 -0.183
O -4.606 2.586 2.506 -0.123
C -4.629 3.178 1.215 -0.178
C -3.286 3.343 0.530 -0.194
O -2.471 4.310 1.169 -0.185
C -1.130 3.917 1.380 -0.106
H -6.026 6.997 3.516 0.089
H -5.795 6.596 1.803 0.088
H -6.659 5.461 2.850 0.087
H -5.654 4.330 4.358 0.124
H -4.076 4.903 4.930 0.128
H -3.998 2.566 4.415 0.125
H -2.907 3.422 3.359 0.108
H -5.179 4.120 1.228 0.111
H -5.218 2.493 0.599 0.126
H -3.466 3.692 -0.495 0.130
H -2.788 2.372 0.478 0.096
H -1.041 2.842 1.564 0.071
H -0.762 4.448 2.259 0.091
H -0.510 4.192 0.519 0.085
C -1.198 -5.177 6.558 -0.104
O -0.486 -3.992 6.256 -0.192
C 0.734 -4.191 5.571 -0.192
C 0.852 -3.330 4.328 -0.172
O -0.059 -3.616 3.266 -0.149
C -1.441 -3.352 3.467 -0.177
C -1.792 -1.888 3.659 -0.197
O -1.304 -1.373 4.878 -0.186
C -0.657 -0.117 4.780 -0.092
H -0.854 -5.600 7.506 0.092
H -2.252 -4.914 6.656 0.090
H -1.104 -5.923 5.764 0.086
H 0.869 -5.243 5.298 0.124
H 1.547 -3.911 6.251 0.133
H 1.846 -3.511 3.908 0.121
H 0.827 -2.269 4.573 0.109
H -1.851 -3.967 4.268 0.113
H -1.937 -3.685 2.549 0.120
H -2.886 -1.792 3.678 0.135
H -1.410 -1.322 2.800 0.099
H -0.133 0.001 3.825 0.080
H 0.078 -0.059 5.583 0.094
H -1.379 0.695 4.905 0.087
C 3.141 8.247 4.787 -0.114
O 2.781 7.498 3.645 -0.198
C 2.074 8.228 2.657 -0.195
C 2.676 8.084 1.272 -0.181
O 3.964 8.649 1.082 -0.117
C 5.085 8.079 1.740 -0.179
C 5.459 6.668 1.326 -0.195
O 4.493 5.716 1.734 -0.195
C 4.121 4.778 0.744 -0.130
H 2.326 8.249 5.519 0.087
H 4.011 7.769 5.237 0.087
H 3.411 9.276 4.532 0.088
H 2.016 9.290 2.916 0.123
H 1.051 7.832 2.623 0.125
H 2.024 8.634 0.587 0.128
H 2.653 7.046 0.934 0.110
H 4.981 8.152 2.824 0.110
H 5.927 8.722 1.471 0.129
H 6.405 6.411 1.820 0.127
H 5.618 6.639 0.243 0.123
H 4.151 5.202 -0.263 0.084
H 3.101 4.467 0.950 0.056
H 4.776 3.899 0.793 0.088

---

Record 3
157
Properties=species:S:1:pos:R:3:lowdin_charge:R:1 method="wB97M-V/def2-TZVPD" e_homo_ev=-11.6 molar_mass_g_mol=1308.93 e_tot_ev=-139906.4493 total_charge=+2
Hf -22.949 -3.152 -25.269 2.247
C -23.553 1.819 -22.556 0.041
C -22.411 2.238 -21.804 -0.304
C -21.100 1.399 -21.948 -0.291
O -20.130 1.679 -21.266 -0.001
C -21.083 0.379 -22.939 0.012
C -22.175 0.073 -23.707 -0.297
C -23.489 0.776 -23.453 -0.357
O -24.521 0.362 -24.073 -0.105
O -22.074 -1.041 -24.356 -0.154
O -22.382 3.098 -20.958 0.055
H -24.526 2.248 -22.360 0.106
H -20.160 -0.163 -23.097 0.094
C -27.074 -2.890 -26.862 0.047
C -26.235 -2.073 -25.926 -0.450
O -25.115 -2.496 -25.488 -0.177
N -26.629 -0.885 -25.562 0.092
C -27.786 -0.132 -26.005 -0.025
H -27.911 -2.349 -27.281 0.082
H -27.424 -3.763 -26.303 0.111
H -26.435 -3.316 -27.635 0.098
H -25.971 -0.413 -24.921 0.108
H -28.091 0.661 -25.323 0.051
H -28.691 -0.736 -26.058 0.103
H -27.576 0.326 -26.973 0.106
C -25.743 -2.123 -21.942 0.061
C -24.264 -2.267 -22.179 -0.429
O -23.847 -2.868 -23.236 -0.159
N -23.481 -1.860 -21.232 0.114
C -22.044 -2.029 -21.075 0.001
H -26.017 -1.333 -22.652 0.087
H -25.892 -1.693 -20.958 0.052
H -26.307 -3.026 -22.146 0.107
H -23.947 -1.378 -20.459 0.105
H -21.687 -1.426 -20.241 0.102
H -21.475 -1.824 -21.972 0.052
H -21.939 -3.049 -20.697 0.107
C -19.765 -2.644 -28.529 0.041
C -20.364 -1.920 -27.375 -0.475
O -21.163 -2.529 -26.619 -0.163
N -20.103 -0.654 -27.138 0.097
C -19.443 0.331 -27.975 -0.021
H -19.130 -2.079 -29.202 0.084
H -20.581 -3.021 -29.154 0.105
H -19.243 -3.562 -28.258 0.097
H -20.558 -0.187 -26.357 0.148
H -18.717 0.930 -27.432 0.075
H -20.163 1.054 -28.370 0.093
H -18.958 -0.080 -28.855 0.089
C -20.477 1.613 -17.833 0.008
C -19.662 0.336 -17.973 -0.561
O -19.348 -0.263 -16.966 0.052
N -19.291 -0.005 -19.229 0.011
C -18.453 -1.145 -19.537 -0.057
H -20.931 1.910 -18.782 0.051
H -19.801 2.365 -17.430 0.088
H -21.313 1.449 -17.155 0.078
H -19.648 0.539 -20.009 0.068
H -17.871 -1.412 -18.661 0.091
H -17.821 -0.870 -20.385 0.075
H -19.036 -2.009 -19.879 0.068
C -24.793 5.523 -21.201 0.009
C -24.070 6.087 -20.000 -0.551
O -24.388 7.143 -19.480 0.046
N -23.020 5.360 -19.545 0.004
C -22.208 5.633 -18.397 -0.082
H -24.423 5.981 -22.116 0.090
H -25.845 5.775 -21.073 0.085
H -24.703 4.439 -21.247 0.039
H -22.708 4.566 -20.105 0.060
H -22.740 6.165 -17.607 0.089
H -21.387 6.336 -18.603 0.077
H -21.760 4.715 -18.016 0.075
C -23.245 -0.301 -28.906 0.046
C -23.440 -0.300 -27.416 -0.480
O -23.339 -1.379 -26.785 -0.148
N -23.790 0.787 -26.778 0.082
C -23.692 2.143 -27.311 -0.023
H -22.801 0.635 -29.243 0.076
H -24.170 -0.422 -29.466 0.108
H -22.539 -1.090 -29.159 0.082
H -24.126 0.709 -25.797 0.109
H -23.406 2.772 -26.469 0.101
H -24.591 2.561 -27.763 0.098
H -22.893 2.219 -28.044 0.076
C -30.963 2.180 -25.702 0.004
C -30.377 2.152 -24.307 -0.543
O -31.080 2.134 -23.319 0.076
N -29.017 2.279 -24.219 -0.039
C -28.197 2.013 -23.056 -0.063
H -30.300 1.687 -26.420 0.059
H -31.133 3.178 -26.098 0.091
H -31.884 1.604 -25.656 0.090
H -28.526 2.637 -25.020 0.125
H -27.436 1.268 -23.289 0.058
H -28.790 1.763 -22.182 0.090
H -27.683 2.936 -22.776 0.087
C -18.359 5.199 -19.681 -0.204
C -17.501 6.316 -20.277 -0.215
C -18.458 7.240 -21.009 -0.199
S -19.499 6.076 -21.924 0.693
O -18.806 5.634 -23.122 -0.347
O -20.849 6.554 -22.010 -0.309
C -19.375 4.713 -20.726 -0.196
H -18.836 5.415 -18.726 0.111
H -17.690 4.371 -19.422 0.116
H -16.735 5.833 -20.883 0.113
H -16.968 6.857 -19.495 0.123
H -17.977 7.899 -21.729 0.111
H -19.132 7.792 -20.359 0.114
H -19.180 3.788 -21.258 0.065
H -20.360 4.596 -20.280 0.070
C -17.341 -2.893 -23.990 -0.191
C -17.590 -4.046 -24.993 -0.175
C -18.637 -4.897 -24.283 -0.197
S -19.763 -3.735 -23.488 0.787
O -19.982 -4.126 -22.133 -0.265
O -20.983 -3.502 -24.317 -0.494
C -18.673 -2.286 -23.576 -0.195
H -16.670 -2.159 -24.425 0.115
H -16.831 -3.353 -23.142 0.135
H -16.638 -4.571 -25.021 0.131
H -17.897 -3.734 -25.989 0.108
H -18.174 -5.408 -23.434 0.122
H -19.163 -5.708 -24.786 0.116
H -18.791 -1.677 -22.686 0.096
H -19.006 -1.724 -24.452 0.078
C -25.662 1.746 -16.839 -0.219
C -25.561 2.719 -18.010 -0.210
C -25.113 1.906 -19.192 -0.219
S -26.015 0.342 -19.017 0.728
O -25.077 -0.771 -19.121 -0.360
O -27.129 0.404 -19.932 -0.321
C -26.549 0.576 -17.282 -0.177
H -26.107 2.285 -15.999 0.125
H -24.688 1.464 -16.432 0.122
H -24.836 3.506 -17.797 0.119
H -26.499 3.246 -18.194 0.133
H -24.066 1.586 -19.162 0.101
H -25.228 2.278 -20.206 0.081
H -26.407 -0.315 -16.679 0.109
H -27.565 0.956 -17.219 0.114
C -16.330 3.504 -24.478 -0.182
C -17.062 3.458 -23.108 -0.198
C -18.125 2.362 -23.256 -0.218
S -17.317 1.020 -24.139 0.702
O -18.247 0.348 -25.047 -0.376
O -16.619 0.173 -23.205 -0.302
C -16.314 2.130 -25.123 -0.214
H -15.297 3.824 -24.342 0.117
H -16.765 4.304 -25.075 0.121
H -17.490 4.390 -22.753 0.053
H -16.333 3.158 -22.351 0.125
H -18.902 2.685 -23.954 0.121
H -18.570 1.969 -22.345 0.072
H -16.815 2.078 -26.090 0.089
H -15.326 1.708 -25.301 0.115